Record 1
This record from the Open Molecules 2025 dataset describes a gas-phase ion, C5H8NO (charge +1). The level of theory is ωB97M-V/def2-TZVPD.

Its total charge is +1. Its electronic energy is -324.93826 a.u. As for the SMILES: C[NH2+]C(C)=C=C=O. The value obtained for the orbital gap is 8.423 eV.

Geometry (Å):
C -0.721193 -0.358926 1.317101
N -0.822712 0.040484 -0.121538
C 0.018491 1.268342 -0.399489
C 1.141535 0.851684 -1.096593
C -0.217334 2.362486 0.275299
C -0.415837 3.405822 0.943333
O -0.506536 4.497437 1.487021
H -0.933051 0.502624 1.918508
H -1.402139 -1.163338 1.670652
H 0.308613 -0.809291 1.378745
H -1.823311 0.221897 -0.159750
H -0.565899 -0.794346 -0.658993
H 1.779671 0.119232 -0.452638
H 0.697375 0.415332 -1.998327
H 1.727306 1.745589 -1.273236

Forces on atoms 1 to 3 (eV/Å):
1.673 -1.862 0.749
-1.878 -0.384 1.362
-2.008 0.460 3.340

Results of the Löwdin charge analysis, in e, for atoms 1 through 5: number 1, C, carries 0.01; number 2, N, carries 0.05; number 3, C, carries -0.29; number 4, C, carries -0.02; number 5, C, carries 0.06

---

Record 2
This record from the Open Molecules 2025 dataset describes a molecular structure, C5H11NO. The level of theory is ωB97M-V/def2-TZVPD.

Its electronic energy is -326.97608 a.u. The value obtained for the orbital gap is 8.462 eV.

Geometry (Å):
C -1.831353 -0.973678 -0.562304
C -1.568559 0.104229 0.480846
N -0.148903 0.386355 0.641523
C 0.581834 0.695218 1.750390
C 0.703417 0.864593 -0.290440
C 1.980855 0.166293 -0.654568
O 1.792602 -0.712344 -1.761454
H -2.903197 -1.052069 -0.771282
H -1.476939 -1.950788 -0.216343
H -1.319954 -0.732439 -1.501072
H -2.073232 1.038444 0.191981
H -1.948771 -0.181049 1.467190
H 0.833643 1.726753 1.960321
H 0.739587 -0.052737 2.530800
H 0.306286 1.560019 -1.042797
H 2.726882 0.892523 -0.992083
H 2.392986 -0.361113 0.214988
H 1.212820 -1.418218 -1.445694

Forces on atoms 1 to 3 (eV/Å):
0.009 -0.037 -0.022
-0.092 -0.012 0.018
0.191 0.105 -0.082

Results of the Löwdin charge analysis, in e, for atoms 1 through 5: number 1, C, carries -0.09; number 2, C, carries -0.20; number 3, N, carries -0.25; number 4, C, carries -0.01; number 5, C, carries -0.11

---

Record 3
This record from the Open Molecules 2025 dataset describes a single C18H18N4O3S molecule. The level of theory is ωB97M-V/def2-TZVPD.

Its electronic energy is -1539.61217 a.u. As for the SMILES: C=CCn1c(COc2cccc3cccnc23)nnc1SCC(=O)OC. The value obtained for the orbital gap is 8.422 eV.

Geometry (Å):
C 0.582528 2.638180 3.166995
C 0.360397 1.348665 3.004803
C -0.951649 0.774454 2.555256
N -0.809373 0.054452 1.314573
C -0.983852 0.487086 0.027294
C -1.365081 1.885984 -0.322083
O -1.262020 2.155669 -1.695895
C -0.112411 1.888837 -2.372377
C -0.229150 1.908475 -3.747080
C 0.863370 1.666520 -4.580397
C 2.091839 1.386395 -4.048448
C 2.260217 1.363414 -2.653193
C 3.505318 1.079169 -2.052442
C 3.623215 1.092272 -0.691075
C 2.483770 1.404167 0.067224
N 1.315156 1.663405 -0.447035
C 1.160668 1.637998 -1.787892
N -0.764817 -0.488390 -0.805617
N -0.412812 -1.578218 -0.103666
C -0.438010 -1.249468 1.158050
S -0.072024 -2.292124 2.497913
C -0.117202 -3.867130 1.607835
C -1.519801 -4.342321 1.289079
O -1.761664 -5.467636 0.946282
O -2.419922 -3.374641 1.428820
C -3.764515 -3.666586 1.072256
H 1.535840 3.014958 3.494721
H -0.184656 3.374432 2.990247
H 1.132725 0.613861 3.186356
H -1.312299 0.060561 3.305810
H -1.694608 1.563559 2.418061
H -2.424920 2.056683 -0.089855
H -0.746273 2.577460 0.264902
H -1.202103 2.109311 -4.166821
H 0.722859 1.690181 -5.650648
H 2.942809 1.181536 -4.681221
H 4.351791 0.853024 -2.686403
H 4.558526 0.874746 -0.198727
H 2.535469 1.445166 1.148203
H 0.416223 -3.720134 0.666335
H 0.397578 -4.610995 2.214679
H -3.920034 -4.746695 1.057142
H -3.964842 -3.251215 0.083397
H -4.406261 -3.195063 1.814639

Forces on atoms 1 to 3 (eV/Å):
0.053 0.046 0.085
-0.195 -0.056 -0.036
0.075 0.209 0.323

Results of the Löwdin charge analysis, in e, for atoms 1 through 5: number 1, C, carries 0.02; number 2, C, carries -0.17; number 3, C, carries -0.15; number 4, N, carries 0.00; number 5, C, carries -0.30

---

Record 4
This record from the Open Molecules 2025 dataset describes 11 unconnected molecules or ions with the total composition C34H96N6O11. The level of theory is ωB97M-V/def2-TZVPD.

Its electronic energy is -2508.81960 a.u. As for the SMILES: COC[C@H](C)N.COC[C@H](C)N.COC[C@H](C)N.COC[C@H](C)N.COC[C@H](C)N.COC[C@H](C)N.CCO.CCO.CCO.CCO.CCO. The value obtained for the orbital gap is 9.162 eV.

Geometry (Å):
C -0.692612 -4.291280 4.346491
O -1.481293 -5.117746 3.505055
C -2.842697 -5.045330 3.775502
C -3.392610 -5.714999 5.094448
C -3.716560 -7.165470 4.933376
N -4.528607 -4.927561 5.504501
H 0.342133 -4.607342 4.214184
H -0.978210 -4.459659 5.384849
H -0.811533 -3.215423 4.218127
H -3.267548 -4.046915 3.671712
H -3.293904 -5.503988 2.895644
H -2.542780 -5.673314 5.775730
H -4.464682 -7.214357 4.142162
H -4.071236 -7.561316 5.885013
H -2.782821 -7.600489 4.577012
H -4.277202 -3.966050 5.684457
H -4.703401 -5.271033 6.438085
C 1.596629 5.996637 0.664425
O 1.342586 6.661346 -0.528591
C 0.393926 7.724891 -0.342752
C 0.070031 8.395063 -1.715336
C 1.346981 9.029295 -2.150393
N -0.921602 9.447645 -1.613366
H 2.630278 5.654056 0.616365
H 0.924024 5.141138 0.726369
H 1.464765 6.613787 1.553157
H -0.538814 7.259420 -0.024251
H 0.674086 8.395447 0.469618
H -0.414547 7.720116 -2.420842
H 1.068908 9.644617 -3.006053
H 1.983263 8.231384 -2.533246
H 1.791874 9.514020 -1.281361
H -1.320715 9.519970 -2.538329
H -0.486515 10.330161 -1.385402
C 2.806316 1.041181 3.773335
O 2.869723 2.374465 4.251208
C 2.983721 2.650761 5.610993
C 1.967283 3.809154 5.893253
C 1.892653 4.374232 7.335226
N 0.622170 3.365602 5.490494
H 3.157251 0.223024 4.402267
H 3.619242 1.093527 3.049104
H 1.865721 0.807429 3.274600
H 2.743251 1.742621 6.163754
H 3.993606 3.012744 5.803867
H 2.258549 4.688374 5.318592
H 1.459949 3.688907 8.064062
H 1.202445 5.213222 7.423511
H 2.912118 4.559500 7.673573
H 0.574422 3.105289 4.515781
H -0.063428 4.093594 5.632161
C 0.003671 -6.733742 -5.967036
O 0.085656 -7.285178 -4.696489
C 1.232060 -7.062601 -3.929727
C 0.901560 -7.573100 -2.490050
C 0.055395 -6.660533 -1.644189
N 2.128104 -7.831476 -1.827629
H 0.271995 -5.712500 -6.237503
H -0.965806 -7.048256 -6.353398
H 0.603914 -7.332117 -6.652413
H 2.012140 -7.682859 -4.371138
H 1.376182 -5.994041 -4.089558
H 0.368598 -8.521572 -2.556777
H -0.446431 -7.203523 -0.843291
H -0.737673 -6.272469 -2.283355
H 0.521582 -5.818624 -1.132385
H 2.340527 -8.753798 -2.180174
H 1.969902 -7.908121 -0.833048
C 6.177316 2.378047 -3.064938
O 5.278081 2.807567 -4.047737
C 3.997068 3.201688 -3.546476
C 3.044300 3.745737 -4.643664
C 3.810930 4.900260 -5.353922
N 1.896136 4.367075 -4.014562
H 5.764356 1.634302 -2.383453
H 6.358220 3.302683 -2.516830
H 7.174411 2.155250 -3.444755
H 3.557106 2.309872 -3.100162
H 4.136394 3.904897 -2.725383
H 2.679223 3.036876 -5.386856
H 4.629844 4.423757 -5.892839
H 4.167333 5.651061 -4.648672
H 3.133797 5.351239 -6.079317
H 2.128719 5.163622 -3.438786
H 1.513319 3.727786 -3.332746
C -4.716714 1.042546 4.713905
O -5.843349 1.523979 3.952143
C -6.872811 0.507158 4.018142
C -6.754032 -0.807989 3.195229
C -6.125588 -0.668521 1.857654
N -8.006867 -1.520949 3.144887
H -5.040786 0.876235 5.741240
H -3.984253 1.834149 4.871895
H -4.140425 0.257027 4.225073
H -7.129817 0.302515 5.057449
H -7.709850 1.117486 3.679082
H -6.143805 -1.541727 3.721866
H -6.608339 0.180194 1.373146
H -6.275110 -1.577952 1.275691
H -5.067474 -0.492966 2.051768
H -7.836065 -2.368380 2.622594
H -8.763299 -1.159369 2.581703
C -4.553336 4.442956 0.216653
C -5.921866 4.745308 0.855216
O -6.789000 5.178999 -0.163386
H -4.211313 5.187232 -0.502512
H -4.517146 3.467885 -0.269181
H -3.793064 4.262074 0.976507
H -5.933033 5.400741 1.726068
H -6.364646 3.822940 1.231097
H -7.663471 5.271873 0.221677
C 4.470579 -3.459976 -5.152715
C 4.070378 -2.118891 -4.433180
O 3.615362 -1.239173 -5.347818
H 5.456934 -3.337321 -5.600092
H 3.794346 -3.738334 -5.961001
H 4.547073 -4.222920 -4.378011
H 4.947400 -1.642864 -3.994617
H 3.330204 -2.252691 -3.644300
H 3.957809 -0.403636 -5.021944
C 0.064184 -0.940681 -0.413652
C -0.666660 0.386708 -0.317166
O -0.292468 1.182705 -1.458351
H 1.112084 -0.675038 -0.553040
H -0.157604 -1.577611 -1.269944
H -0.059309 -1.544883 0.485123
H -0.230156 0.925628 0.523746
H -1.751006 0.275957 -0.312736
H -0.480060 0.709860 -2.272493
C 5.239064 -3.049597 0.824110
C 5.531193 -4.552185 1.042569
O 6.809343 -4.918742 1.435008
H 5.909160 -2.510556 0.154396
H 5.372999 -2.608873 1.811997
H 4.258166 -2.696865 0.505520
H 5.191981 -4.956978 0.089055
H 4.843093 -4.858698 1.830394
H 6.828728 -5.867838 1.578002
C -1.414104 -1.731820 -6.967723
C -1.456343 -1.639127 -5.449034
O -0.578195 -0.560772 -5.189306
H -0.455778 -2.126729 -7.305016
H -1.707342 -0.829236 -7.503869
H -2.214246 -2.432031 -7.207671
H -1.141598 -2.549176 -4.938301
H -2.442078 -1.283925 -5.148632
H 0.329809 -0.844691 -5.317797

Forces on atoms 1 to 3 (eV/Å):
-0.081 -0.640 0.543
0.727 0.493 0.403
-1.543 -0.799 -0.582

Results of the Löwdin charge analysis, in e, for atoms 1 through 5: number 1, C, carries -0.10; number 2, O, carries -0.17; number 3, C, carries -0.22; number 4, C, carries -0.47; number 5, C, carries -0.06

---

The lowest orbital gap belongs to which entry?
C18H18N4O3S

---

Repeat the second record exactly.
This record from the Open Molecules 2025 dataset describes a molecular structure, C5H11NO. The level of theory is ωB97M-V/def2-TZVPD.

Its electronic energy is -326.97608 a.u. The value obtained for the orbital gap is 8.462 eV.

Geometry (Å):
C -1.831353 -0.973678 -0.562304
C -1.568559 0.104229 0.480846
N -0.148903 0.386355 0.641523
C 0.581834 0.695218 1.750390
C 0.703417 0.864593 -0.290440
C 1.980855 0.166293 -0.654568
O 1.792602 -0.712344 -1.761454
H -2.903197 -1.052069 -0.771282
H -1.476939 -1.950788 -0.216343
H -1.319954 -0.732439 -1.501072
H -2.073232 1.038444 0.191981
H -1.948771 -0.181049 1.467190
H 0.833643 1.726753 1.960321
H 0.739587 -0.052737 2.530800
H 0.306286 1.560019 -1.042797
H 2.726882 0.892523 -0.992083
H 2.392986 -0.361113 0.214988
H 1.212820 -1.418218 -1.445694

Forces on atoms 1 to 3 (eV/Å):
0.009 -0.037 -0.022
-0.092 -0.012 0.018
0.191 0.105 -0.082

Results of the Löwdin charge analysis, in e, for atoms 1 through 5: number 1, C, carries -0.09; number 2, C, carries -0.20; number 3, N, carries -0.25; number 4, C, carries -0.01; number 5, C, carries -0.11

---

What is the electronic energy in the second record?
-326.97608 a.u.